1.
Density functional theory data (ωB97M-V/def2-TZVPD) for 2 unconnected molecules or ions with the total composition C11H19BO at a distorted geometry.

Computed properties:
Orbital gap   0.2862 hartree
Calculated total energy   -14434.8106 eV
Relative energy (zero: lowest compared OMol25 entry of this formula, charge and spin)   73.1 kcal/mol

```
! RIJCOSX wB97M-V def2-TZVPD def2/J DEFGRID3
* xyz 0 1
B 0.279 -0.342 0.602
C 1.135 -0.100 3.771
C 1.154 -1.065 2.923
C 0.547 1.728 -1.816
C -2.093 0.174 -1.370
C 0.256 2.048 -0.357
C -1.996 0.691 0.061
C 0.995 0.276 -2.275
C -1.283 -0.994 -1.901
C -0.539 1.028 0.494
C 0.180 -0.942 -1.751
C 1.614 -2.424 2.894
O 0.612 -1.218 -0.352
H 1.171 -0.204 4.834
H 0.913 0.918 3.426
H -0.479 1.806 -2.232
H 1.241 2.372 -2.285
H -3.069 -0.148 -1.486
H -2.034 1.057 -2.058
H 1.094 2.335 0.154
H -0.306 2.913 -0.494
H -2.708 1.603 0.269
H -2.244 -0.248 0.687
H 0.987 0.504 -3.405
H 2.011 0.175 -1.996
H -1.477 -1.901 -1.313
H -1.474 -1.219 -2.853
H -0.676 1.418 1.449
H 0.746 -1.804 -2.305
H 1.756 -2.961 3.869
H 1.052 -3.042 2.231
H 2.633 -2.434 2.585
*
```

Here are the natural (NBO) charges for atoms 1 to 8, given in e: 1.082 -0.513 -0.051 -0.390 -0.410 -0.396 -0.372 -0.431

2.
Density functional theory data (ωB97M-V/def2-TZVPD) for a molecular structure, C11H19BaO9 at a distorted geometry.

Computed properties:
Orbital gap   0.2073 hartree
Calculated total energy   -30839.3353 eV
Relative energy (zero: lowest compared OMol25 entry of this formula, charge and spin)   0.0 kcal/mol

```
! RIJCOSX wB97M-V def2-TZVPD def2/J DEFGRID3
* xyz -3 1
Ba 0.569 0.198 0.190
C -4.425 1.643 0.224
C -3.201 0.940 0.819
C -3.421 -0.579 0.827
O -2.058 1.301 0.216
H -5.338 1.492 0.831
H -4.649 1.260 -0.782
H -4.256 2.720 0.159
H -3.184 1.217 1.919
H -2.632 -1.075 1.397
H -3.355 -0.979 -0.197
H -4.399 -0.886 1.238
C 1.578 -2.322 -3.341
C 1.213 -2.178 -1.863
O -0.006 -2.047 -1.565
O 2.146 -2.213 -1.032
H 2.064 -1.406 -3.689
H 0.715 -2.497 -3.987
H 2.294 -3.142 -3.463
C 0.918 -2.793 3.966
C 0.876 -1.794 2.797
O -0.258 -1.453 2.370
O 1.965 -1.352 2.366
H 1.169 -2.277 4.896
H 1.672 -3.556 3.769
H -0.070 -3.240 4.096
C -0.454 0.931 -3.964
C 0.546 1.876 -3.300
O 0.761 2.979 -3.862
O 1.102 1.414 -2.268
H -1.159 1.465 -4.606
H -0.964 0.328 -3.213
H 0.082 0.229 -4.618
C 3.881 2.441 2.435
C 2.892 2.069 1.316
O 3.283 1.262 0.449
O 1.702 2.479 1.418
H 3.469 3.161 3.141
H 4.774 2.866 1.961
H 4.158 1.520 2.947
*
```

Here are the natural (NBO) charges for atoms 1 to 8, given in e: 1.874 -0.630 0.135 -0.649 -0.975 0.147 0.177 0.193

3.
Density functional theory data (ωB97M-V/def2-TZVPD) for a molecular structure, C11H19EuO2 at a distorted geometry.

Computed properties:
Orbital gap (alpha / beta)   0.2607 / 0.2657 hartree
⟨S²⟩   12.028
Calculated total energy   -35114.9553 eV
Relative energy (zero: lowest compared OMol25 entry of this formula, charge and spin)   67.9 kcal/mol

```
! RIJCOSX wB97M-V def2-TZVPD def2/J DEFGRID3
* xyz 2 7
C -2.070 0.827 -0.016
C -1.153 1.903 -0.026
H -2.546 0.522 0.921
H -2.499 0.438 -0.936
H -0.863 2.370 -0.974
H -0.912 2.451 0.892
Eu 0.006 0.002 0.134
C 0.207 -1.801 -1.405
C 0.097 -0.603 -2.216
C 2.074 -0.438 -0.979
C 1.420 -1.689 -0.621
H -0.746 -0.341 -2.865
H 1.454 1.220 -2.383
H 2.996 -0.047 -0.534
C 1.258 0.229 -1.955
H 1.761 -2.396 0.140
H -0.516 -2.629 -1.362
C 2.953 -0.419 2.774
O 1.977 -0.251 1.761
C 0.811 0.243 2.499
C 0.017 -1.053 2.485
O -1.289 -0.431 2.243
C -2.010 -0.533 3.444
H 3.662 -1.130 2.422
H 2.544 -0.768 3.719
H 3.341 0.579 2.905
H 0.942 0.713 3.486
H 0.407 1.086 1.880
H 0.154 -1.727 1.608
H 0.131 -1.684 3.381
H -2.381 -1.541 3.434
H -1.378 -0.355 4.314
H -2.757 0.224 3.395
*
```

Here are the Löwdin charges for atoms 1 to 8, given in e: -0.100 -0.118 0.087 0.108 0.110 0.104 1.874 -0.175

4.
Density functional theory data (ωB97M-V/def2-TZVPD) for a single C11H19F3O2S molecule at a distorted geometry.

Computed properties:
Orbital gap   0.3722 hartree
SMILES string   CC(C)[C@@H](C)CO[C@@]1(S)CC[C@H](C(F)(F)F)O1
Calculated total energy   -34797.9387 eV

```
! RIJCOSX wB97M-V def2-TZVPD def2/J DEFGRID3
* xyz 0 1
C -2.258 1.256 2.758
C -1.781 0.872 1.347
C -2.386 1.851 0.336
C -2.051 -0.638 1.049
C -2.991 -0.910 -0.115
C -0.730 -1.374 0.869
O -0.217 -1.060 -0.419
C 1.151 -1.072 -0.609
S 2.046 -2.410 0.272
C 1.434 -1.299 -2.102
C 2.808 -0.635 -2.243
C 2.566 0.585 -1.383
C 3.812 1.305 -0.873
F 3.612 1.878 0.336
F 4.146 2.295 -1.759
F 4.890 0.476 -0.762
O 1.690 0.192 -0.334
H -3.267 1.657 2.737
H -1.595 1.996 3.195
H -2.273 0.394 3.421
H -0.705 1.030 1.325
H -3.410 2.101 0.595
H -2.311 1.520 -0.692
H -1.832 2.787 0.398
H -2.516 -1.061 1.938
H -3.965 -0.457 0.029
H -3.100 -1.983 -0.256
H -2.575 -0.525 -1.040
H -0.054 -1.032 1.649
H -0.884 -2.446 0.975
H 2.053 -1.908 1.513
H 0.714 -0.646 -2.589
H 1.386 -2.329 -2.422
H 3.585 -1.300 -1.889
H 2.989 -0.446 -3.296
H 2.020 1.334 -1.959
*
```

Here are the natural (NBO) charges for atoms 1 to 8, given in e: -0.601 -0.219 -0.606 -0.227 -0.609 -0.055 -0.547 0.450

5.
Density functional theory data (ωB97M-V/def2-TZVPD) for 2 unconnected molecules or ions with the total composition C11H19FNO2 at a distorted geometry.

Computed properties:
Orbital gap   0.3031 hartree
Calculated total energy   -20006.0728 eV
Relative energy (zero: lowest compared OMol25 entry of this formula, charge and spin)   70.5 kcal/mol

```
! RIJCOSX wB97M-V def2-TZVPD def2/J DEFGRID3
* xyz 1 1
C -2.238 -0.211 0.055
C 3.510 -0.467 -0.389
C -0.570 -1.608 -0.211
C -0.153 -0.094 -0.822
C 4.314 -1.689 -0.608
C -5.196 -0.228 1.212
C -4.603 1.425 -0.824
C 4.036 1.305 1.339
C 1.206 0.351 -0.171
C -4.609 0.149 -0.103
C 4.165 0.790 -0.037
N 2.246 -0.641 -0.478
O -1.464 0.533 -0.542
O -1.907 -1.425 0.279
F 3.593 1.829 -0.848
H -0.445 -2.425 -0.923
H 0.036 -1.743 0.688
H -0.005 -0.096 -1.885
H 4.951 -1.795 0.280
H 4.939 -1.663 -1.381
H 3.507 -2.442 -0.678
H -4.990 0.474 2.094
H -5.149 -1.264 1.551
H -6.293 0.006 1.093
H -5.596 1.475 -1.152
H -4.048 1.389 -1.679
H -4.565 2.328 -0.231
H 5.027 1.232 1.771
H 3.670 2.269 1.472
H 3.335 0.657 1.940
H 1.167 0.336 0.937
H 1.536 1.265 -0.608
H -4.553 -0.702 -0.722
H 5.146 0.680 -0.419
*
```

Here are the natural (NBO) charges for atoms 1 to 8, given in e: 0.664 0.316 -0.131 0.067 -0.645 -0.722 -0.697 -0.643

6.
Density functional theory data (ωB97M-V/def2-TZVPD) for 3 unconnected molecules or ions with the total composition C11H19I2O2 at a distorted geometry.

Computed properties:
Orbital gap   0.1592 hartree
Calculated total energy   -32010.2051 eV

```
! RIJCOSX wB97M-V def2-TZVPD def2/J DEFGRID3
* xyz -1 1
C 0.578 2.153 -0.559
C -0.573 3.153 -0.750
C -0.238 4.269 -1.524
I -0.262 6.167 -0.403
C 0.077 4.383 -2.832
C 0.530 5.593 -3.593
I -0.076 2.693 -4.079
H 0.680 1.422 -1.355
H 0.398 1.593 0.348
H 1.542 2.655 -0.423
H -0.827 3.503 0.242
H 0.018 5.611 -4.550
H 1.590 5.503 -3.826
H 0.352 6.499 -3.039
C -0.714 -1.028 3.096
C -1.480 -1.014 1.796
O -1.175 -0.298 0.879
C -2.657 -1.964 1.696
H 0.102 -0.312 3.044
H -1.373 -0.761 3.926
H -0.306 -2.022 3.260
H -3.394 -1.730 2.465
H -2.317 -2.994 1.829
H -3.119 -1.862 0.717
C 0.442 -5.077 0.673
C 1.228 -3.807 0.903
O 1.151 -3.195 1.940
C 2.107 -3.332 -0.226
H -0.148 -5.303 1.558
H -0.226 -4.952 -0.180
H 1.122 -5.906 0.475
H 1.503 -3.138 -1.113
H 2.856 -4.090 -0.461
H 2.607 -2.412 0.067
*
```

Here are the natural (NBO) charges for atoms 1 to 8, given in e: -0.619 -0.550 -0.048 -0.167 -0.328 -0.650 0.028 0.183

Q: Look up the calculated total energy of the first one.
A: -14434.8106 eV